C25H25BrF4OPS2SiW as an isolated structure. Source: the Open Molecules 2025 dataset; level of theory: ωB97M-V/def2-TZVPD.

Last column: Mulliken charge in e.
Atoms and positions in Å:
W 0.53 0.05 -0.13  0.78
C 1.76 -0.48 -4.63  -1.63
C 1.78 -0.44 -3.12  0.56
S 0.61 0.62 -2.34  -0.25
C 2.65 -1.10 -2.35  0.45
C 3.72 -2.03 -2.84  -1.42
S 2.53 -0.93 -0.59  -0.21
H 0.99 0.19 -5.02  0.42
H 1.54 -1.48 -4.99  0.36
H 2.72 -0.17 -5.04  0.38
H 3.80 -2.01 -3.92  0.38
H 3.53 -3.05 -2.52  0.31
H 4.69 -1.74 -2.42  0.34
F 0.26 3.60 6.02  -0.26
C 0.26 3.38 4.72  0.69
C -0.21 4.34 3.84  0.18
F -0.65 5.49 4.30  -0.27
C -0.19 4.08 2.48  0.72
F -0.61 5.06 1.67  -0.32
C 0.25 2.88 1.95  -0.49
P 0.24 2.51 0.15  -0.08
C -1.36 3.06 -0.48  0.83
C -1.56 4.34 -1.01  -0.28
C -2.81 4.69 -1.48  -0.81
C -3.87 3.79 -1.42  -0.63
C -3.67 2.52 -0.90  -0.54
C -2.42 2.15 -0.44  -0.17
C 1.54 3.59 -0.50  1.01
C 2.55 4.06 0.35  -0.69
C 3.58 4.83 -0.16  -0.77
C 3.61 5.13 -1.51  -0.56
C 2.62 4.66 -2.36  -0.82
C 1.59 3.88 -1.86  -0.39
C 0.74 1.95 2.87  0.31
Br 1.49 0.29 2.25  -0.10
C 0.75 2.17 4.22  0.18
F 1.22 1.26 5.07  -0.30
H -0.75 5.05 -1.04  0.49
H -2.97 5.68 -1.89  0.44
H -4.84 4.08 -1.79  0.42
H -4.49 1.82 -0.85  0.44
H -2.27 1.15 -0.05  -0.13
H 2.53 3.83 1.41  0.38
H 4.36 5.19 0.50  0.44
H 4.42 5.74 -1.91  0.42
H 2.64 4.90 -3.41  0.44
H 0.82 3.51 -2.52  0.51
C -1.69 -3.49 -1.13  -1.01
Si -1.99 -2.34 0.29  0.10
C -1.55 -3.08 1.94  -1.00
C -3.67 -1.56 0.27  -0.97
O -0.90 -1.04 0.07  0.06
H -2.35 -4.36 -1.08  0.38
H -0.66 -3.86 -1.13  0.33
H -1.87 -2.99 -2.08  0.32
H -2.20 -3.92 2.17  0.38
H -1.66 -2.34 2.74  0.31
H -0.52 -3.44 1.94  0.32
H -4.45 -2.32 0.40  0.45
H -3.86 -1.06 -0.69  0.25
H -3.78 -0.83 1.07  0.32

Net charge: +1
Frontier orbital gap, eV: 7.3
E_LUMO, hartree: -0.1304
Molar mass, Da: 804.404
Total energy, eV: -149950.8277
F_max, eV Å⁻¹: 0.27

---

C25H25N4O2STi as an isolated structure in a non-equilibrium geometry. Source: the Open Molecules 2025 dataset; level of theory: ωB97M-V/def2-TZVPD.

Last column: Mulliken charge in e.
Atoms and positions in Å:
Ti -0.39 0.32 0.10  -0.22
C -2.92 2.65 0.71  -1.54
C -1.55 3.12 1.09  1.39
C -1.29 4.47 1.25  -0.91
C -0.01 4.89 1.54  -0.58
C 0.99 3.95 1.70  -1.03
C 0.67 2.62 1.56  1.18
N -0.58 2.20 1.24  0.53
C 1.60 1.51 1.79  -0.03
C 2.78 1.52 2.47  -0.62
C 3.43 0.30 2.74  -1.01
C 2.81 -0.89 2.43  -0.56
C 1.58 -0.86 1.76  -0.60
N 1.07 0.33 1.36  0.44
C 0.62 -1.93 1.58  1.18
C 0.86 -3.28 1.84  -0.95
C -0.18 -4.17 1.77  -0.62
C -1.46 -3.71 1.44  -0.87
C -1.65 -2.38 1.15  1.12
C -2.99 -1.85 0.72  -1.18
N -0.62 -1.49 1.20  0.15
H -3.68 3.15 1.31  0.57
H -3.02 1.58 0.86  0.02
H -3.12 2.87 -0.34  0.25
H -2.10 5.18 1.12  0.46
H 0.21 5.95 1.64  0.45
H 2.01 4.25 1.92  0.43
H 3.20 2.45 2.84  0.44
H 4.37 0.29 3.26  0.47
H 3.25 -1.83 2.74  0.40
H 1.86 -3.61 2.10  0.44
H -0.02 -5.22 1.97  0.47
H -2.30 -4.38 1.40  0.47
H -3.79 -2.27 1.34  0.54
H -3.20 -2.12 -0.32  0.21
H -3.03 -0.77 0.82  -0.10
O -2.53 1.76 -2.59  -0.63
C -1.65 1.12 -2.08  -0.08
O -0.69 1.57 -1.28  -0.58
C -1.53 -0.38 -2.28  0.49
C -2.23 -1.05 -3.26  -0.53
C -1.98 -2.40 -3.45  -0.60
C -1.02 -3.02 -2.67  -0.82
C -0.38 -2.29 -1.69  -0.42
N -0.62 -0.99 -1.49  1.04
H -2.95 -0.50 -3.85  0.60
H -2.52 -2.96 -4.21  0.46
H -0.78 -4.07 -2.81  0.49
H 0.36 -2.75 -1.05  0.47
C 3.53 -0.53 -1.61  -0.93
S 2.36 0.82 -1.39  0.38
C 2.04 1.24 -3.11  -1.01
H 3.13 -1.27 -2.32  0.27
H 3.66 -1.01 -0.64  0.25
H 4.49 -0.16 -1.96  0.41
H 2.92 1.69 -3.57  0.43
H 1.22 1.96 -3.12  0.28
H 1.74 0.35 -3.67  0.26

Net charge: +1
Frontier orbital gap (alpha / beta), eV: 6.0 / 5.3
E_LUMO (alpha / beta), hartree: -0.1234 / -0.1219
Molar mass, Da: 493.435
Total energy, eV: -70334.2719
F_max, eV Å⁻¹: 2.15

---

C25H26BN3O2RhS2 as an isolated structure. Source: the Open Molecules 2025 dataset; level of theory: ωB97M-V/def2-TZVPD.

Last column: Mulliken spin population.
Atoms and positions in Å:
Rh -0.20 -0.26 -0.11  1.73
C -1.04 0.22 -3.34  -0.02
C 0.34 -0.42 -3.21  0.00
N 0.43 -1.29 -2.02  0.13
C -0.26 -2.59 -2.09  -0.01
C -1.76 -2.56 -1.84  0.00
S -2.31 -1.52 -0.43  0.01
C -3.47 -0.39 -1.23  0.02
C -2.86 0.90 -1.82  -0.01
N -1.43 0.83 -2.07  0.15
H -1.79 -0.52 -3.62  0.00
H -1.01 0.95 -4.15  0.00
H 1.09 0.36 -3.08  0.01
H 0.58 -0.97 -4.12  0.00
H 1.41 -1.47 -1.85  -0.01
H 0.21 -3.22 -1.33  -0.01
H -0.08 -3.07 -3.06  0.00
H -2.09 -3.58 -1.64  0.00
H -2.32 -2.22 -2.71  0.00
H -4.19 -0.14 -0.45  0.00
H -4.01 -0.97 -1.97  0.00
H -3.03 1.72 -1.12  -0.01
H -3.41 1.15 -2.74  0.00
H -1.04 1.76 -1.97  -0.01
S 3.25 -2.44 2.18  0.12
C 1.97 -3.59 2.19  0.20
C 1.98 -4.86 2.75  -0.10
C 0.83 -5.63 2.66  0.21
C -0.33 -5.14 2.01  -0.04
C -0.36 -3.90 1.45  0.11
C 0.81 -3.09 1.51  0.08
N 0.93 -1.87 1.00  0.38
C 2.22 -1.33 1.28  0.30
C 2.58 -0.10 0.83  -0.02
C 3.90 0.45 1.05  0.24
C 4.26 1.62 0.45  -0.06
C 3.35 2.31 -0.38  0.36
C 2.04 1.84 -0.54  -0.19
C 1.60 0.67 0.04  0.37
H 2.85 -5.24 3.25  0.00
H 0.82 -6.62 3.09  0.01
H -1.21 -5.77 1.98  0.00
H -1.26 -3.52 1.00  0.01
H 4.60 -0.08 1.68  0.03
H 5.25 2.02 0.60  0.00
H 3.65 3.23 -0.85  0.02
H 1.35 2.43 -1.13  0.00
O -0.95 2.73 -0.05  -0.10
B -0.54 1.62 0.69  0.24
O -0.40 1.93 2.03  -0.17
C -0.70 3.27 2.12  0.00
C -0.70 4.07 3.24  0.00
C -1.04 5.41 3.05  0.00
C -1.37 5.90 1.79  0.00
C -1.37 5.08 0.67  0.00
C -1.03 3.76 0.88  0.01
H -0.44 3.67 4.22  0.00
H -1.05 6.08 3.90  0.00
H -1.63 6.94 1.68  0.00
H -1.63 5.45 -0.31  0.00

Net charge: +1
Frontier orbital gap (alpha / beta), eV: 6.4 / 5.4
E_LUMO (alpha / beta), hartree: -0.0714 / -0.2027
Molar mass, Da: 578.354
2S+1: 5
Total energy, eV: -60261.6038
F_max, eV Å⁻¹: 0.70

---

C25H26BrN4O2SSc as an isolated structure in a non-equilibrium geometry. Source: the Open Molecules 2025 dataset; level of theory: ωB97M-V/def2-TZVPD.

Last column: Mulliken charge in e.
Atoms and positions in Å:
Sc 0.48 -0.68 -0.39  0.83
Br 5.88 1.41 4.30  -0.12
C 4.83 0.67 2.97  -0.26
C 5.31 0.74 1.62  -0.52
C 4.43 0.50 0.54  -0.79
C 3.13 0.03 0.75  0.54
O 2.40 -0.32 -0.31  -0.26
C 2.70 -0.08 2.12  0.06
C 1.35 -0.38 2.49  0.59
N 0.47 -0.89 1.68  0.04
C -0.77 -1.42 2.10  0.49
C -1.26 -1.18 3.35  -0.36
C -2.39 -1.85 3.84  -1.04
C -3.01 -2.76 3.02  -0.78
C -2.66 -2.89 1.65  0.94
C -3.36 -3.66 0.72  -0.50
C -3.06 -3.58 -0.65  -0.93
C -1.89 -2.82 -1.02  -0.27
N -1.09 -2.22 -0.14  0.20
C -1.50 -2.25 1.21  -0.03
C 3.53 0.23 3.23  -0.66
H 6.33 0.91 1.40  0.50
H 4.80 0.69 -0.48  0.40
H 1.17 -0.12 3.52  0.21
H -0.77 -0.50 4.00  0.32
H -2.70 -1.69 4.92  0.37
H -3.80 -3.40 3.41  0.44
H -4.22 -4.28 1.02  0.42
H -3.64 -4.03 -1.43  0.45
H -1.58 -2.82 -2.05  0.59
H 3.18 0.01 4.26  0.49
N 1.55 -0.65 -6.67  -0.45
C 1.38 -0.59 -5.33  1.08
C 0.10 -0.74 -4.76  -1.10
C -0.05 -0.50 -3.42  -0.46
N 1.01 -0.42 -2.54  -0.01
C 2.23 -0.33 -3.09  -0.27
C 2.46 -0.44 -4.46  -0.73
H 0.79 -0.39 -7.26  0.23
H 2.48 -0.52 -7.02  0.23
H -0.78 -0.89 -5.38  0.35
H -1.03 -0.44 -2.96  0.64
H 3.04 -0.10 -2.42  0.37
H 3.49 -0.50 -4.79  0.34
C -3.44 3.60 -1.03  -1.18
C -2.88 2.49 -0.18  -0.34
S -1.08 2.32 -0.47  0.11
O -0.92 0.78 -0.16  -0.14
C -0.44 3.15 1.06  -0.73
C -0.64 2.48 2.44  -0.57
H -4.41 3.83 -0.62  0.39
H -3.61 3.35 -2.11  0.32
H -2.85 4.52 -1.03  0.31
H -3.34 1.56 -0.48  0.38
H -3.05 2.72 0.89  0.32
H -0.84 4.18 1.01  0.54
H 0.63 3.26 0.78  0.43
H -1.23 3.09 3.10  0.45
H 0.31 2.29 2.99  0.23
H -1.18 1.53 2.29  -0.09

Net charge: +2
Frontier orbital gap, eV: 6.8
E_LUMO, hartree: -0.2294
Molar mass, Da: 571.436
Total energy, eV: -137970.7982
F_max, eV Å⁻¹: 2.72

---

C25H26FN5O5S as an isolated structure. Source: the Open Molecules 2025 dataset; level of theory: ωB97M-V/def2-TZVPD.

Last column: Mulliken charge in e.
Atoms and positions in Å:
N 4.56 3.48 4.23  -0.35
C 3.27 3.62 3.87  0.48
O 2.43 4.16 4.57  -0.73
C 2.95 3.07 2.53  0.21
N 3.89 2.52 1.78  -0.66
S 3.29 1.98 0.38  -0.02
C 1.67 2.46 0.73  1.08
C 1.65 3.10 1.96  -0.17
N 0.55 3.59 2.59  -0.29
H -0.22 3.87 2.00  0.25
H 0.75 4.13 3.42  0.25
C 0.49 2.31 -0.15  0.57
O -0.21 3.28 -0.40  -0.69
N 0.20 1.07 -0.61  0.27
C 0.94 -0.10 -0.15  0.49
C 1.07 -0.13 1.36  0.11
C 0.08 0.39 2.19  -0.13
C 0.26 0.44 3.55  -0.86
C 1.43 -0.04 4.12  0.94
C 2.40 -0.61 3.30  -1.00
C 2.22 -0.65 1.94  -0.37
H 2.99 -1.07 1.31  0.49
H 3.31 -0.99 3.76  0.45
O 1.67 0.02 5.46  -0.60
H 0.96 0.50 5.90  0.29
H -0.51 0.87 4.18  0.26
H -0.82 0.81 1.76  0.41
H 1.94 -0.12 -0.60  0.49
C 0.29 -1.43 -0.60  -1.21
O 0.84 -2.17 -1.39  -0.69
N -0.86 -1.73 0.03  0.32
H -1.32 -1.03 0.58  0.32
C -1.62 -2.91 -0.31  -1.63
H -2.25 -3.17 0.54  0.46
H -0.91 -3.72 -0.51  0.36
C -2.46 -2.68 -1.57  0.85
C -3.44 -3.83 -1.84  -0.89
H -3.58 -3.95 -2.92  0.35
C -4.73 -3.33 -1.20  -0.61
H -4.73 -3.53 -0.13  0.24
C -4.63 -1.82 -1.45  -0.54
H -5.01 -1.58 -2.46  0.30
O -3.25 -1.50 -1.39  -0.42
H -5.16 -1.22 -0.72  0.30
H -5.63 -3.76 -1.64  0.40
H -3.09 -4.77 -1.42  0.38
H -1.78 -2.51 -2.41  0.22
C -0.80 0.95 -1.65  -1.93
C -0.24 0.43 -2.95  0.54
C -1.07 -0.28 -3.81  -0.36
C -0.59 -0.76 -5.01  -0.86
C 0.73 -0.52 -5.34  0.37
C 1.57 0.19 -4.51  -0.90
C 1.08 0.67 -3.32  0.04
H 1.72 1.25 -2.67  0.50
H 2.60 0.37 -4.81  0.45
F 1.21 -1.00 -6.52  -0.35
H -1.22 -1.31 -5.69  0.44
H -2.10 -0.44 -3.53  0.65
H -1.19 1.96 -1.80  0.83
H -1.63 0.31 -1.33  0.41
H 4.87 3.82 5.12  0.24
H 5.20 3.02 3.60  0.24

Frontier orbital gap, eV: 8.2
E_LUMO, hartree: 0.0001
Molar mass, Da: 527.578
Total energy, eV: -57589.5831
F_max, eV Å⁻¹: 0.97

---

C25H26FN7O2 in the gas phase in a non-equilibrium geometry. Source: the Open Molecules 2025 dataset; level of theory: ωB97M-V/def2-TZVPD.

Last column: Mulliken charge in e.
Atoms and positions in Å:
C 1.74 0.62 3.15  -1.82
C 1.11 0.76 1.81  0.78
C -0.01 1.48 1.44  0.03
C -0.99 2.26 2.12  -0.73
N -2.04 2.71 1.51  -1.11
N -2.22 2.48 0.20  0.88
C -3.47 2.96 -0.34  -1.04
C -4.16 1.90 -1.20  0.99
O -4.57 2.15 -2.31  -0.68
N -4.33 0.67 -0.64  0.10
C -4.14 0.27 0.73  -1.41
C -2.91 -0.63 0.92  0.25
N -2.64 -1.50 -0.21  0.07
C -1.55 -2.29 -0.10  0.26
N -1.16 -2.98 -1.18  -0.46
C -0.10 -3.75 -1.05  -0.43
C 0.61 -3.85 0.14  -0.49
C 0.12 -3.10 1.20  -0.23
N -0.94 -2.33 1.10  -0.33
C -3.13 -1.20 -1.55  -0.19
C -4.47 -0.49 -1.50  -1.34
C -1.35 1.81 -0.65  0.28
O -1.63 1.67 -1.83  -0.72
C -0.20 1.27 0.03  0.18
C 0.81 0.43 -0.40  0.54
C 1.06 -0.09 -1.76  -1.74
N 1.58 0.14 0.69  1.38
C 2.73 -0.71 0.62  -1.56
C 3.93 -0.03 -0.01  0.57
C 4.87 -0.78 -0.69  -0.36
C 5.98 -0.18 -1.25  -0.72
C 6.13 1.19 -1.13  0.35
F 7.21 1.78 -1.68  -0.33
C 5.20 1.96 -0.46  -0.72
C 4.10 1.34 0.10  -0.12
H 1.24 1.28 3.85  0.51
H 2.80 0.88 3.12  0.30
H 1.64 -0.40 3.52  0.25
H -0.93 2.49 3.17  0.37
H -4.10 3.28 0.49  0.44
H -3.29 3.81 -1.01  0.39
H -4.05 1.13 1.38  0.54
H -5.04 -0.29 1.02  0.38
H -3.07 -1.27 1.80  0.69
H -2.02 -0.03 1.12  -0.29
H 0.19 -4.30 -1.93  0.43
H 1.48 -4.48 0.24  0.50
H 0.59 -3.12 2.18  0.45
H -3.19 -2.14 -2.10  0.55
H -2.41 -0.54 -2.06  0.07
H -4.75 -0.15 -2.50  0.51
H -5.26 -1.14 -1.10  0.33
H 0.36 0.37 -2.44  0.45
H 2.08 0.13 -2.08  0.41
H 0.92 -1.17 -1.79  0.20
H 2.48 -1.61 0.05  0.07
H 2.99 -1.03 1.64  0.66
H 4.74 -1.85 -0.78  0.43
H 6.72 -0.76 -1.79  0.44
H 5.35 3.03 -0.39  0.45
H 3.37 1.94 0.62  0.36

Frontier orbital gap, eV: 8.4
E_LUMO, hartree: 0.0154
Molar mass, Da: 475.528
Total energy, eV: -43591.3074
F_max, eV Å⁻¹: 1.07